10 unconnected molecules or ions with the total composition C72H59Cl2F4N4O24S2, computed with the ωB97M-V functional and the def2-TZVPD basis.

Net charge: +1
DFT total energy (eV): -188290.164
Orbital gap (hartree): 0.2776

Each line ends with the Löwdin charge.
Atoms and positions in Å:
1 C 4.1906 -4.0076 4.1495  -0.078
2 C 2.9144 -4.7680 4.1934  -0.705
3 Cl 3.0057 -6.2777 4.9766  0.772
4 C 1.7545 -4.3666 3.6534  -0.716
5 Cl 0.2949 -5.2653 3.7493  0.780
6 N 1.7080 -3.1516 2.9426  -0.018
7 C 2.1173 -2.8937 1.6860  -0.222
8 C 2.6421 -3.9136 0.7551  -0.054
9 C 1.5824 -4.1520 -0.3669  -0.145
10 C 0.8797 -5.5104 -0.2747  -0.084
11 C -0.5651 -5.4668 0.1380  -0.537
12 O -1.3097 -6.3941 0.0031  0.124
13 O -0.9857 -4.3055 0.6911  0.063
14 N 1.9417 -1.6129 1.3681  0.253
15 C 1.3874 -1.0525 2.4416  -0.332
16 N 1.0301 0.2314 2.5536  0.213
17 C 1.1620 1.1853 1.4884  -0.466
18 F 1.0139 2.3922 2.0869  0.136
19 F 2.3805 1.1468 0.9304  0.152
20 C 0.0689 1.0467 0.3763  -0.262
21 F -0.8804 1.9838 0.5583  0.096
22 F -0.5154 -0.1785 0.4812  0.072
23 N 1.2087 -1.9508 3.4364  -0.266
24 S 0.4853 -1.6489 4.9392  1.105
25 C -1.1859 -2.2662 4.5938  -0.314
26 C -2.2150 -1.3937 5.2501  -0.552
27 O -1.9491 -0.5548 6.0617  0.112
28 O -3.4546 -1.7016 4.8456  0.024
29 C -4.3259 -0.5913 4.5671  -0.080
30 C -4.6541 -0.4817 3.0774  -0.317
31 C -3.4214 -0.5874 2.1983  -0.010
32 O -5.3123 0.7769 2.9854  -0.006
33 C -5.4947 1.2213 1.6984  -0.581
34 O -6.1462 0.6148 0.9163  0.139
35 C -4.8206 2.5271 1.4257  -0.457
36 S -4.5309 2.6402 -0.3536  0.763
37 H 4.8589 -4.4212 3.3935  0.105
38 H 4.0309 -2.9600 3.9031  0.090
39 H 4.7045 -4.0513 5.1075  0.052
40 H 2.7579 -4.8486 1.2960  0.112
41 H 3.5844 -3.5791 0.3342  0.137
42 H 0.8082 -3.3945 -0.2774  0.099
43 H 2.0384 -4.0058 -1.3356  0.098
44 H 0.8773 -5.9732 -1.2584  0.126
45 H 1.3779 -6.2154 0.3890  0.130
46 H -1.9050 -4.4819 0.9485  0.129
47 H 0.6363 0.5646 3.4218  0.146
48 H 0.5255 1.1328 -0.6095  0.170
49 H -1.3282 -2.1882 3.5171  0.082
50 H -1.2908 -3.3154 4.8501  0.064
51 H -3.9273 0.3510 4.9354  0.138
52 H -5.2554 -0.7766 5.1012  0.143
53 H -5.3151 -1.3128 2.8226  0.160
54 H -2.6589 0.1491 2.4595  0.093
55 H -3.6546 -0.4942 1.1395  0.097
56 H -3.0160 -1.5888 2.3260  0.075
57 H -5.4736 3.3113 1.8145  0.066
58 H -3.9040 2.5787 2.0068  0.088
59 H -3.8548 3.7945 -0.3450  -0.140
60 C -0.9584 2.4856 7.7248  0.033
61 C 0.0470 1.7731 7.2265  0.009
62 C 1.4517 2.0476 7.6069  -0.386
63 O 2.3612 1.3914 7.1381  0.085
64 C 1.7023 3.1475 8.5686  0.020
65 C 0.6994 3.8650 9.0688  0.029
66 C -0.7115 3.5918 8.6871  -0.380
67 O -1.6250 4.2412 9.1421  0.121
68 H -1.9917 2.2974 7.4620  0.122
69 H -0.1164 0.9578 6.5347  0.071
70 H 2.7365 3.3288 8.8317  0.123
71 H 0.8563 4.6741 9.7705  0.125
72 C -9.5205 5.0852 4.2684  0.026
73 C -8.2775 5.1298 3.7968  0.027
74 C -7.3295 4.0195 4.0304  -0.364
75 O -6.1904 4.0567 3.5982  0.069
76 C -7.8071 2.8504 4.8061  0.022
77 C -9.0490 2.8007 5.2792  0.029
78 C -10.0054 3.9158 5.0462  -0.375
79 O -11.1370 3.8671 5.4722  0.121
80 H -10.2280 5.8852 4.1078  0.103
81 H -7.9062 5.9709 3.2253  0.126
82 H -7.0919 2.0515 4.9566  0.112
83 H -9.4233 1.9585 5.8472  0.123
84 C 5.1928 -5.0810 -3.3741  0.024
85 C 6.4460 -5.3320 -3.7466  0.034
86 C 7.1843 -6.5127 -3.2294  -0.382
87 O 8.3239 -6.7420 -3.5635  0.122
88 C 6.4685 -7.4070 -2.2786  0.029
89 C 5.2166 -7.1565 -1.9052  0.019
90 C 4.4895 -5.9756 -2.4265  -0.359
91 O 3.3430 -5.7365 -2.0899  0.082
92 H 4.6232 -4.2274 -3.7371  0.086
93 H 6.9853 -4.6958 -4.4373  0.125
94 H 7.0245 -8.2625 -1.9166  0.125
95 H 4.6757 -7.7937 -1.2164  0.121
96 C 3.4770 -1.2734 -6.6415  0.015
97 C 3.2526 -1.1625 -7.9480  0.025
98 C 3.0269 -2.3652 -8.7922  -0.370
99 O 2.8172 -2.2724 -9.9793  0.129
100 C 3.0621 -3.6922 -8.1187  0.032
101 C 3.2842 -3.7954 -6.8113  0.021
102 C 3.5083 -2.5918 -5.9744  -0.372
103 O 3.7066 -2.6873 -4.7759  0.065
104 H 3.6431 -0.4098 -6.0085  0.119
105 H 3.2256 -0.2034 -8.4484  0.105
106 H 2.8940 -4.5550 -8.7506  0.126
107 H 3.3107 -4.7499 -6.3001  0.120
108 C 7.8676 1.7808 -6.1941  0.024
109 C 7.1052 1.3092 -7.1769  0.023
110 C 5.7148 1.7906 -7.3663  -0.380
111 O 5.0108 1.3581 -8.2542  0.092
112 C 5.2045 2.8191 -6.4248  0.025
113 C 5.9672 3.2907 -5.4423  0.024
114 C 7.3593 2.8087 -5.2484  -0.386
115 O 8.0529 3.2354 -4.3526  0.112
116 H 8.8843 1.4455 -6.0338  0.123
117 H 7.4536 0.5612 -7.8778  0.123
118 H 4.1867 3.1549 -6.5871  0.120
119 H 5.6184 4.0403 -4.7435  0.123
120 C -1.6915 -0.6172 -6.8024  0.030
121 C -0.7905 0.0974 -7.4720  0.030
122 C 0.3133 0.7940 -6.7685  -0.375
123 O 1.1431 1.4395 -7.3747  0.076
124 C 0.3782 0.6683 -5.2914  0.022
125 C -0.5219 -0.0458 -4.6221  0.023
126 C -1.6282 -0.7475 -5.3238  -0.384
127 O -2.4413 -1.4014 -4.7109  0.115
128 H -2.5050 -1.1357 -7.2934  0.126
129 H -0.8147 0.2026 -8.5494  0.127
130 H 1.1938 1.1877 -4.8035  0.122
131 H -0.4982 -0.1551 -3.5451  0.114
132 C -11.0427 5.5412 0.0589  0.021
133 C -11.8180 5.1355 -0.9424  0.025
134 C -13.2618 5.4857 -0.9891  -0.383
135 O -13.9675 5.1151 -1.8995  0.117
136 C -13.8038 6.3062 0.1246  0.026
137 C -13.0269 6.7107 1.1256  0.024
138 C -11.5870 6.3604 1.1691  -0.372
139 O -10.8765 6.7296 2.0825  0.082
140 H -9.9891 5.2980 0.1144  0.120
141 H -11.4440 4.5374 -1.7634  0.123
142 H -14.8570 6.5495 0.0702  0.124
143 H -13.3999 7.3077 1.9479  0.124
144 C 1.2757 6.7399 -8.6526  0.017
145 C 1.0279 6.9290 -9.9455  0.023
146 C 0.7426 5.7856 -10.8513  -0.386
147 O 0.5190 5.9589 -12.0286  0.113
148 C 0.7427 4.4251 -10.2563  0.028
149 C 0.9889 4.2348 -8.9626  0.024
150 C 1.2750 5.3785 -8.0612  -0.383
151 O 1.5027 5.2063 -6.8807  0.089
152 H 1.4878 7.5572 -7.9749  0.121
153 H 1.0223 7.9115 -10.3999  0.123
154 H 0.5332 3.6077 -10.9348  0.123
155 H 0.9969 3.2536 -8.5031  0.085
156 C 7.3394 -2.1651 7.9296  0.021
157 C 7.9482 -2.2620 9.1082  0.031
158 C 8.2877 -3.5857 9.6934  -0.379
159 O 8.8385 -3.6767 10.7653  0.127
160 C 7.9218 -4.7952 8.9092  0.031
161 C 7.3131 -4.6946 7.7310  0.020
162 C 6.9765 -3.3727 7.1531  -0.369
163 O 6.4198 -3.2805 6.0736  0.068
164 H 7.0819 -1.2128 7.4839  0.123
165 H 8.2239 -1.3949 9.6943  0.126
166 H 8.1792 -5.7485 9.3526  0.126
167 H 7.0380 -5.5611 7.1430  0.121